No. 1
# C5H8IN3

A molecular structure, C5H8IN3 in a non-equilibrium geometry (ωB97M-V/def2-TZVPD, the OMol25 dataset).

Values from the calculation:
Relative energy (zero: lowest compared OMol25 entry of this formula, charge and spin) (kcal per mole): 65.5
HOMO (eV): -7.126
2S+1: 1
Gap between HOMO and LUMO (eV): 7.7
Total charge: 0

Last column: Mulliken charge in e.
Element x y z (Å)
C 0.517 0.905 -1.125  -0.557
C -0.777 0.936 -0.705  0.705
C 1.138 -0.503 0.039  0.320
C -1.929 1.680 -1.350  -1.130
C -0.160 -1.315 1.996  -0.765
N -0.997 0.258 0.418  -1.012
N 0.064 -0.500 0.781  0.612
N 2.372 -0.986 0.247  -0.327
I 1.513 1.267 -2.914  0.050
H -1.633 2.600 -1.974  0.303
H -2.491 1.077 -1.970  0.298
H -2.702 1.813 -0.562  0.341
H -0.707 -0.718 2.675  0.307
H -0.606 -2.256 1.491  0.312
H 0.927 -1.546 2.326  0.183
H 3.031 -1.211 -0.440  0.236
H 2.440 -1.499 1.066  0.123

No. 2
# C7H11N2O2

2 unconnected molecules or ions with the total composition C7H11N2O2 in a non-equilibrium geometry (ωB97M-V/def2-TZVPD, the OMol25 dataset).

Values from the calculation:
Relative energy (zero: lowest compared OMol25 entry of this formula, charge and spin) (kcal per mole): 9.4
HOMO (eV): -4.329
2S+1: 1
Gap between HOMO and LUMO (eV): 7.7
Total charge: -1

Last column: Mulliken charge in e.
Element x y z (Å)
C -1.431 0.705 -1.915  0.030
C -2.117 2.059 -1.954  -1.175
C 0.072 0.844 -2.411  0.384
O 0.744 1.755 -1.884  -0.715
O 0.398 0.009 -3.282  -0.770
H -1.423 0.329 -0.887  0.132
H -1.833 -0.027 -2.614  0.236
H -1.492 2.842 -1.521  0.276
H -3.038 2.096 -1.357  0.335
H -2.377 2.323 -2.980  0.303
C 0.325 -1.947 3.929  -1.133
C 0.673 0.299 1.185  -0.159
C 0.473 -1.314 2.583  0.661
C 0.550 -1.872 1.351  -0.612
N 0.520 0.058 2.451  -0.687
N 0.725 -0.827 0.462  0.017
H 0.944 1.260 0.777  0.461
H 0.761 -0.873 -0.546  0.206
H 0.422 -2.854 0.919  0.368
H 1.257 -2.416 4.268  0.237
H -0.404 -2.759 3.928  0.288
H 0.138 -1.160 4.657  0.317

No. 3
# C16H33Br3O27S7

8 unconnected molecules or ions with the total composition C16H33Br3O27S7 in a non-equilibrium geometry (ωB97M-V/def2-TZVPD, the OMol25 dataset).

Values from the calculation:
Relative energy (zero: lowest compared OMol25 entry of this formula, charge and spin) (kcal per mole): 136.6
HOMO (eV): -10.463
2S+1: 1
Gap between HOMO and LUMO (eV): 9.8
Total charge: 0
SMILES: CCOS(C)(=O)=O.O=S1(=O)OCCO1.O=S1(=O)OCCO1.O=S1(=O)OCCO1.O=S1(=O)OCCO1.O=S1(=O)OCCO1.O=S1(=O)OCCO1.BrC(Br)Br

Last column: Mulliken charge in e.
Element x y z (Å)
O 3.747 1.047 -2.244  -0.651
S 2.338 0.618 -2.055  1.114
O 1.840 -0.686 -2.367  -0.466
O 1.906 1.068 -0.540  -0.010
C 2.498 2.195 0.106  -0.479
C 2.417 2.155 1.650  -0.278
C 1.100 1.776 -2.887  -0.921
H 2.222 3.181 -0.268  0.400
H 3.580 2.272 0.001  0.312
H 2.895 2.958 2.211  0.464
H 2.884 1.222 1.967  -0.166
H 1.356 2.128 1.899  -0.086
H 0.969 1.417 -3.908  0.415
H 1.270 2.844 -2.749  0.359
H 0.232 1.516 -2.281  0.162
C 5.795 -1.408 -1.199  -0.331
Br 5.003 -1.011 0.549  0.115
Br 4.748 -2.656 -2.336  -0.033
Br 7.770 -1.901 -1.269  -0.083
H 5.826 -0.498 -1.797  0.347
C -2.238 4.866 -6.644  -0.264
C -2.355 4.159 -7.996  -0.409
O -1.445 3.132 -7.870  -0.332
S -1.596 2.369 -6.431  1.120
O -0.326 1.727 -6.007  -0.472
O -2.828 1.609 -6.422  -0.531
O -1.848 3.875 -5.692  -0.313
H -3.153 5.316 -6.258  0.266
H -1.408 5.568 -6.562  0.253
H -2.292 4.885 -8.806  0.348
H -3.372 3.767 -8.030  0.305
C -2.543 -2.335 -2.500  -0.242
C -3.736 -2.014 -3.332  -0.394
O -3.877 -0.620 -3.489  -0.352
S -2.975 0.241 -2.362  0.840
O -3.861 1.075 -1.532  -0.525
O -1.848 0.875 -3.054  -0.333
O -2.521 -1.256 -1.609  -0.157
H -1.656 -2.507 -3.109  0.278
H -2.687 -3.277 -1.972  0.352
H -4.632 -2.386 -2.835  0.255
H -3.646 -2.281 -4.385  0.280
C 2.030 -3.320 -0.239  0.313
C 0.656 -3.177 0.485  0.303
O 0.662 -4.231 1.474  -0.226
S 1.372 -5.599 0.765  1.040
O 0.537 -6.203 -0.307  -0.567
O 1.991 -6.512 1.765  -0.538
O 2.495 -4.675 0.034  -0.307
H 2.703 -2.536 0.107  -0.322
H 1.984 -3.070 -1.299  0.352
H -0.228 -3.285 -0.143  0.071
H 0.597 -2.202 0.968  -0.154
C -1.933 -1.940 5.259  -0.629
C -3.101 -1.098 4.816  -0.338
O -2.452 -0.309 3.864  -0.287
S -1.296 -1.113 3.048  1.003
O -0.341 -0.175 2.491  -0.160
O -2.008 -2.050 2.237  -0.615
O -0.882 -1.901 4.447  -0.297
H -2.218 -2.947 5.563  0.385
H -1.550 -1.614 6.226  0.366
H -3.396 -0.425 5.621  0.269
H -3.985 -1.496 4.318  0.257
C 2.889 -2.858 3.544  -0.095
C 3.329 -1.401 3.428  0.492
O 3.093 -0.902 4.749  -0.337
S 2.714 -1.913 5.949  1.036
O 1.244 -1.942 6.312  -0.451
O 3.731 -1.937 7.014  -0.552
O 3.011 -3.159 4.947  -0.458
H 3.441 -3.567 2.927  0.275
H 1.806 -2.958 3.478  0.123
H 2.867 -0.859 2.603  -0.465
H 4.415 -1.353 3.341  0.347
C -2.935 2.636 1.547  -0.068
C -2.992 4.133 1.438  -0.445
O -2.150 4.575 2.497  -0.376
S -1.721 3.444 3.628  1.002
O -2.138 3.813 4.967  -0.562
O -0.339 3.007 3.493  -0.417
O -2.751 2.379 2.948  -0.196
H -2.028 2.342 1.019  0.123
H -3.886 2.334 1.109  0.301
H -3.993 4.549 1.548  0.324
H -2.796 4.494 0.428  0.321

No. 4
# C8H13O3

2 unconnected molecules or ions with the total composition C8H13O3 in a non-equilibrium geometry (ωB97M-V/def2-TZVPD, the OMol25 dataset).

Values from the calculation:
Relative energy (zero: lowest compared OMol25 entry of this formula, charge and spin) (kcal per mole): 85.5
HOMO (eV): -2.189
2S+1: 1
Gap between HOMO and LUMO (eV): 5.9
Total charge: -1

Last column: Mulliken charge in e.
Element x y z (Å)
C -3.946 -0.158 0.224  0.557
C -1.433 0.628 -0.478  -1.153
C -0.190 0.471 0.548  1.269
C -0.235 -0.344 -0.728  1.156
C 0.901 1.584 0.771  -1.401
C -0.593 -0.235 1.876  -1.559
C 0.656 -0.162 -1.970  -1.670
C -0.488 -1.898 -0.494  -1.376
O -3.782 -0.963 1.065  -0.344
O -4.520 0.485 -0.568  -0.369
O -1.519 1.739 -1.339  -0.370
H 0.759 2.252 1.672  0.431
H 0.955 2.419 -0.064  0.207
H 1.816 0.995 0.726  0.268
H 0.125 -1.042 2.099  0.277
H -1.558 -0.685 1.823  0.222
H -0.390 0.389 2.749  0.464
H 0.786 0.925 -2.281  0.266
H 0.104 -0.502 -2.749  0.598
H 1.771 -0.487 -1.762  0.226
H -0.830 -2.256 -1.559  0.313
H -1.331 -2.077 0.181  0.292
H 0.308 -2.290 0.141  0.339
H -2.385 1.653 -1.651  0.357

Lowest unoccupied orbital energy for every record listed, in sequence, given in Ha: 0.021, 0.124, -0.026, 0.138.